Density functional theory data (ωB97M-V/def2-TZVPD) for a cluster of 2 separate species, C3H6N3 in total.

Computed properties:
**LUMO energy**: -5.97 eV
**F_max**: 2.98 eV Å⁻¹
**Total charge**: +1
**Orbital gap**: 0.334 Eh
**Energy relative to the best compared isomer or geometry (same formula, charge and spin)**: 3.359 eV

```
12
Properties=species:S:1:pos:R:3:forces:R:3:nbo_charge:R:1
N 1.58997 0.09580 2.76923 1.436 -2.563 -0.494 0.134
N 0.04863 -0.09788 -0.16241 -0.073 0.256 -0.878 -0.451
N 1.52530 1.20319 3.10907 -0.392 1.683 0.637 -0.056
C -0.56195 -0.01509 -1.14126 -0.697 -0.068 0.779 0.362
C -1.59554 -0.09032 -2.22840 1.196 -1.390 1.691 -0.706
C 2.08386 -1.02060 2.49143 0.008 0.969 1.599 -0.033
H 0.60073 1.45297 3.46874 -0.553 0.353 -0.116 0.401
H -1.96659 -1.12702 -2.07029 -0.141 0.697 -0.471 0.266
H -2.38162 0.62914 -2.06276 -0.053 0.245 -0.144 0.267
H -1.08455 -0.03316 -3.16530 -0.083 0.246 -0.724 0.263
H 2.23963 -1.36283 1.54111 -0.486 -0.481 -2.799 0.278
H 2.52448 -1.64114 3.24696 -0.165 0.053 0.922 0.275
```
Forces are in eV/Å.

Density functional theory data (ωB97M-V/def2-TZVPD) for a structure of composition C25H38F4N6O10P2Ta.

Computed properties:
**LUMO energy**: -9.29 eV
**F_max**: 6.40 eV Å⁻¹
**Total charge**: +3
**Orbital gap**: 0.256 Eh
**Energy relative to the best compared isomer or geometry (same formula, charge and spin)**: 1.804 eV

```
86
Properties=species:S:1:pos:R:3:forces:R:3:nbo_charge:R:1
Ta -0.38201 -0.58644 -0.12128 1.780 -2.308 5.699 2.661
P -0.71831 0.03316 -3.16318 0.253 0.538 -2.030 2.417
P -1.98261 -2.24854 -1.90918 -1.878 -1.257 -0.761 2.399
F 1.58479 -1.69704 -1.36688 0.029 -0.061 0.640 -0.320
F 4.47589 -4.53964 2.24622 -0.045 0.023 0.057 -0.258
F 2.55509 -3.00424 3.12042 0.111 -0.044 -0.067 -0.292
F 3.54599 -3.32104 -2.19968 0.040 0.002 -0.061 -0.286
O -0.95121 2.52656 -0.67738 -0.044 0.447 0.804 -0.585
O -1.05251 0.19796 -1.67268 -0.197 1.091 -1.049 -1.105
O -1.15841 7.33026 4.25102 -0.145 0.564 0.006 -0.326
O -1.67281 0.97716 -4.00748 0.145 -0.626 0.327 -0.996
O -2.44871 -3.68714 -2.36388 0.541 0.437 -0.320 -0.989
O -0.39051 1.02566 0.81782 -0.092 0.220 0.821 -0.831
O -0.58851 5.84376 5.70792 0.124 -0.019 0.610 -0.333
O -3.05071 -1.36274 -1.39618 -0.228 -0.075 -0.327 -1.095
O -0.80021 -2.33524 -0.94078 0.026 -0.874 -0.473 -1.109
O 0.73049 0.16756 -3.36638 -0.200 -0.252 -0.476 -1.075
N 2.18289 1.03846 -1.05148 -0.328 -0.185 -0.136 -0.636
N 0.83529 -1.52434 1.21142 -0.253 0.432 -0.670 -0.755
N -0.87121 6.21686 4.60042 -0.001 -0.217 -0.243 0.522
N -2.78391 -1.40874 -4.26258 -0.630 0.167 -0.177 -0.689
N -1.84341 -1.25024 1.77312 0.881 0.503 -1.301 -0.443
N 4.23449 2.57446 -2.43848 0.379 0.270 -0.225 -0.492
C -0.78501 3.27906 1.57012 0.107 0.026 0.425 -0.136
C -0.24461 3.97136 3.81132 -0.022 0.235 0.224 -0.183
C 4.07659 -4.01924 0.00172 -0.296 0.262 0.187 -0.312
C 4.24659 1.08726 -2.42418 0.056 -0.880 0.318 -0.252
C -0.73421 2.28186 0.49442 -0.638 1.814 -1.452 0.783
C -3.06301 -0.41794 1.80602 -0.697 0.317 0.111 -0.237
C 2.73379 -3.06414 1.79742 -0.155 0.128 -0.021 0.344
C -0.90931 -0.86754 2.84992 0.590 0.265 0.256 -0.245
C 3.31479 -3.28424 -0.88898 -0.255 0.261 0.145 0.362
C 3.77109 -3.88314 1.34772 -0.164 0.162 -0.392 0.376
C -1.41941 5.47926 2.31412 0.034 0.123 0.247 -0.186
C 0.44859 -1.53494 2.63232 -0.524 0.237 0.582 -0.245
C -2.11761 -2.70864 1.89262 -0.105 -0.757 -0.249 -0.237
C -3.87101 -0.51594 3.10172 0.229 0.071 -0.176 -0.640
C 2.18759 2.50146 -1.04998 -0.057 0.136 -0.127 -0.263
C -0.20121 3.01776 2.81562 -0.178 0.026 -0.374 -0.192
C -0.85351 5.19106 3.54802 0.075 -0.693 -0.681 0.087
C 3.56969 0.58116 -1.14508 0.050 -0.067 -0.150 -0.244
C -0.54471 -2.47224 -4.39468 0.296 -0.186 -0.153 -0.648
C -1.38941 4.51876 1.32272 0.121 -0.333 -0.047 -0.148
C -3.36841 -3.22984 1.19662 0.211 0.088 0.017 -0.643
C 2.29079 -2.46784 -0.43428 -0.014 -0.085 0.076 0.256
C 1.91839 -2.32474 0.91072 1.233 -0.944 -0.686 0.037
C 2.84369 3.08196 -2.30888 -0.795 0.278 0.388 -0.249
C -1.47561 -1.60834 -3.57808 0.629 0.150 0.712 -0.603
H 1.16179 2.86316 -1.01698 0.171 0.129 -0.032 0.255
H 1.19999 -1.03274 3.25322 -0.154 -0.122 -0.116 0.244
H 1.69829 0.73486 -1.90158 0.206 0.070 0.020 0.406
H -3.44371 -1.04044 -3.55228 -0.135 -0.021 -0.302 0.479
H 0.31239 2.08196 2.97292 0.034 -0.077 0.144 0.216
H -3.68051 -0.70264 0.95292 0.105 0.028 0.044 0.239
H 3.61449 -0.50534 -1.15678 0.086 0.068 0.016 0.236
H -3.43531 -2.85874 0.18052 -0.215 0.019 0.002 0.207
H 4.88129 -4.66264 -0.32088 0.022 -0.032 -0.069 0.287
H -3.15361 -2.30484 -4.61728 0.093 0.248 0.055 0.464
H 2.84879 4.17206 -2.26628 0.157 -0.072 -0.071 0.254
H 4.65959 2.92426 -3.30718 -0.012 -0.026 0.256 0.456
H 4.10989 0.92846 -0.25998 0.040 -0.064 0.004 0.214
H -3.36031 -0.04164 3.93562 0.010 0.037 0.079 0.224
H 2.70789 2.85306 -0.15338 -0.065 0.024 -0.003 0.213
H -2.75081 0.62096 1.65872 -0.048 -0.096 -0.002 0.208
H -3.31781 -4.31674 1.17062 0.033 -0.073 0.085 0.245
H 4.80219 2.92756 -1.65568 -0.054 -0.031 -0.254 0.441
H -4.09561 -1.54264 3.37382 -0.045 -0.096 0.033 0.221
H -2.71651 -0.72684 -5.03408 -0.092 -0.255 0.169 0.469
H 0.18679 3.79666 4.78542 0.033 0.012 0.031 0.271
H -0.40611 -2.04854 -5.38928 0.042 0.003 -0.068 0.250
H 3.69389 0.72446 -3.29578 0.095 0.220 0.010 0.238
H 0.37999 -2.57724 2.96252 0.096 0.228 -0.091 0.235
H -4.81671 -0.00034 2.95482 -0.047 0.042 0.016 0.257
H -2.83781 -4.28624 -1.72428 -0.246 -0.293 0.345 0.551
H -1.86711 6.44956 2.15892 -0.033 0.014 -0.047 0.277
H -1.29541 -1.16864 3.82952 -0.020 0.024 -0.166 0.244
H -4.27921 -2.96524 1.72512 -0.082 0.058 -0.056 0.240
H -1.68401 1.91306 -3.78908 -0.004 0.490 0.024 0.555
H 5.27499 0.72876 -2.48318 -0.014 0.159 -0.049 0.255
H -1.82761 4.71116 0.35552 -0.048 0.031 -0.051 0.244
H -0.80921 0.21816 2.84162 -0.130 -0.207 0.122 0.234
H 2.28579 2.76336 -3.19158 0.179 0.003 -0.042 0.232
H -0.90781 -3.49504 -4.48748 -0.098 0.012 0.013 0.259
H -2.19171 -2.96214 2.95592 0.142 0.122 -0.078 0.227
H -1.25161 -3.22924 1.47702 -0.013 0.032 0.199 0.217
H 0.43609 -2.50244 -3.92188 0.010 -0.020 0.005 0.269
```
Forces are in eV/Å.

Density functional theory data (ωB97M-V/def2-TZVPD) for a cluster of 2 separate species, C5H12NO in total.

Computed properties:
**LUMO energy**: -5.64 eV
**F_max**: 1.58 eV Å⁻¹
**Total charge**: +1
**Orbital gap**: 0.326 Eh
**Energy relative to the best compared isomer or geometry (same formula, charge and spin)**: 2.187 eV

```
19
Properties=species:S:1:pos:R:3:forces:R:3:nbo_charge:R:1
O 4.12135 3.23033 2.72576 -0.082 -0.018 -0.146 -0.917
N -0.03170 1.20518 0.30599 0.078 -0.618 0.231 -0.389
C -0.96515 -0.27798 -1.24810 -0.884 -1.050 -0.094 -0.076
C -0.79672 0.01164 0.03204 0.473 1.486 -0.232 -0.098
C -1.83889 -1.42972 -1.65017 0.213 -1.257 -0.829 -0.464
C -1.36500 -2.78713 -1.07405 -0.319 0.607 0.959 -0.598
C 0.59359 1.39480 1.39792 0.439 -0.571 0.507 0.115
H -1.76770 -1.61738 -2.72405 -0.014 0.607 -0.067 0.234
H -0.29253 -2.84494 -1.26304 -0.135 -0.521 -0.058 0.213
H -0.98525 -0.58947 0.90477 -0.531 -0.042 0.015 0.241
H -1.53703 -2.87610 -0.00073 0.239 0.316 0.210 0.202
H -1.93359 -3.63435 -1.44221 0.196 0.040 -0.647 0.242
H -2.89672 -1.20984 -1.46949 0.221 -0.005 0.284 0.247
H -0.44052 0.23092 -2.05017 -0.248 0.553 0.188 0.230
H 0.03389 1.88040 -0.45321 0.576 -0.296 -0.227 0.448
H 4.78807 3.67167 2.18341 -0.065 -0.050 0.130 0.481
H 0.30747 0.81694 2.27044 0.160 -0.322 -0.162 0.224
H 3.48783 2.87631 2.09445 0.242 0.110 0.002 0.439
H 1.51861 1.94870 1.46044 -0.559 1.031 -0.063 0.225
```
Forces are in eV/Å.